{
  "formula": "C23H54F3N6O7S",
  "method": "wB97M-V/def2-TZVPD",
  "total_charge": 1,
  "orbital_gap_ev": 8.300,
  "symbols": ["S", "F", "F", "F", "O", "O", "O", "O", "O", "O", "O", "N", "N", "N", "N", "N", "N", "C", "C", "C", "C", "C", "C", "C", "C", "C", "C", "C", "C", "C", "C", "C", "C", "C", "C", "C", "C", "C", "C", "C", "H", "H", "H", "H", "H", "H", "H", "H", "H", "H", "H", "H", "H", "H", "H", "H", "H", "H", "H", "H", "H", "H", "H", "H", "H", "H", "H", "H", "H", "H", "H", "H", "H", "H", "H", "H", "H", "H", "H", "H", "H", "H", "H", "H", "H", "H", "H", "H", "H", "H", "H", "H", "H", "H"],
  "positions_angstrom": [[1.3180, 2.9123, -1.2961], [4.1571, -0.3873, 2.9790], [5.7272, 0.7132, 2.0025], [3.7081, 1.5465, 2.1437], [0.6299, -1.0502, 2.1382], [0.0025, 3.0268, -1.8422], [0.4901, -3.6393, -3.8109], [-2.3634, 0.0853, -1.6553], [1.3969, 4.6258, 4.5852], [2.0317, 4.3056, -1.4066], [1.4299, 2.4057, 0.0482], [-3.3110, -0.6716, -4.2891], [3.0905, -0.6399, -1.1338], [4.0928, -0.1585, 0.7170], [0.0639, 4.3779, 2.0316], [-0.1607, -2.1852, 4.7203], [-0.9534, -5.2677, -1.8650], [-0.9151, -3.8308, -3.9065], [0.5169, 3.5520, 4.3371], [-2.9456, 1.2425, -1.0674], [4.3236, -1.2504, -1.1627], [-5.2828, -0.0290, -3.0128], [-4.0946, -0.9807, -3.0910], [-1.1800, -6.3767, -4.0210], [1.1061, -0.5185, 3.3595], [0.2368, -0.7829, 4.5952], [1.4465, 0.6144, -2.6083], [-1.6877, 4.7001, 3.6979], [2.2762, 1.8774, -2.3420], [-3.2361, -1.0160, -1.8241], [4.4248, 0.4474, 2.0013], [4.9606, -0.9556, 0.0018], [2.1789, -0.6958, -2.2947], [0.9188, 5.6168, 5.4791], [-1.0082, 0.0960, 4.6676], [-0.5306, 3.8153, 3.2472], [-1.4507, -5.0997, -3.2332], [-0.3481, -0.2608, 1.4870], [1.2418, -4.3207, -4.8043], [2.9500, -0.0113, 0.0290], [-3.8616, -1.1412, -0.9303], [1.7875, 6.0889, 5.9352], [2.7989, -0.9898, -3.1326], [2.1709, -3.7689, -4.9513], [-2.1492, 1.7759, -0.5492], [-3.3637, 1.9146, -1.8187], [0.0368, 3.2294, 5.2708], [-1.3563, -2.9675, -3.3995], [0.8595, -0.5409, 5.4614], [2.0697, -1.0011, 3.5181], [0.6616, -2.7758, 4.8014], [-4.4909, -1.9939, -3.2106], [-5.8134, -0.1323, -2.0647], [0.5077, 0.6362, -2.0642], [2.4949, 2.4365, -3.2466], [4.6878, -1.8325, -1.9853], [-4.9736, 1.0106, -3.1218], [1.1564, 2.7296, 3.9989], [1.4954, -5.3361, -4.4946], [-1.7813, -0.2415, 3.9773], [-2.0645, 4.3938, 4.6752], [-0.6057, -2.4737, 3.8537], [-2.5358, -4.9750, -3.1718], [1.4144, 4.9491, -1.0121], [-1.2371, -4.4773, -1.2927], [1.2916, 0.5609, 3.2420], [-1.7981, -7.1868, -3.6387], [-2.5073, 4.6359, 2.9834], [-1.3935, 5.7474, 3.7576], [-0.2972, -0.4808, 0.4226], [-1.4328, 0.0561, 5.6691], [5.9344, -1.2085, 0.3689], [-5.9833, -0.2431, -3.8180], [0.0615, -5.2270, -1.8876], [-2.5811, -1.8915, -1.8845], [-0.1583, 0.8077, 1.6377], [0.7653, 3.7354, 1.6781], [-1.4085, -6.2464, -5.0802], [-2.5804, -1.3659, -4.4145], [-3.7213, 0.9716, -0.3457], [-0.7738, 1.1385, 4.4392], [0.7033, -4.3561, -5.7540], [-0.1413, -6.6945, -3.9300], [-1.2221, -3.7814, -4.9591], [3.2256, 1.6912, -1.8548], [-2.8151, 0.2014, -4.1312], [0.5928, 5.2026, 2.3054], [0.3042, 5.1754, 6.2685], [0.3427, 6.3874, 4.9621], [1.4518, -1.4883, -2.1511], [-0.9498, 2.8380, 2.9824], [1.1979, 0.5967, -3.6614], [-1.3569, -0.4963, 1.8320], [2.0893, 0.5706, 0.3142]],
  "forces_ev_per_a": [[-1.240, -0.095, 0.209], [0.165, -0.162, 0.240], [-0.349, 0.098, 0.007], [0.168, 0.009, 0.024], [0.052, 0.037, -0.210], [0.145, 0.059, -0.018], [0.021, -0.029, -0.096], [0.051, 0.124, 0.077], [-0.017, 0.047, -0.005], [0.219, -0.090, 0.113], [0.242, 0.073, 0.008], [0.150, -0.067, 0.076], [0.087, -0.254, 0.172], [-0.144, -0.090, -0.092], [0.242, 0.020, -0.003], [0.205, 0.025, -0.151], [0.010, 0.251, -0.057], [-0.139, 0.188, 0.064], [0.032, -0.090, -0.017], [0.192, -0.008, 0.012], [0.784, 0.064, 0.762], [-0.044, -0.020, 0.026], [-0.013, 0.163, -0.088], [-0.055, -0.021, -0.040], [0.240, 0.062, 0.255], [-0.296, -0.051, -0.122], [0.424, -0.220, 0.325], [-0.055, -0.054, 0.009], [0.235, 0.347, -0.395], [0.052, -0.204, 0.101], [-0.084, 0.072, -0.266], [-0.339, -0.078, -0.637], [-0.315, 0.157, -0.064], [0.084, 0.030, -0.014], [0.016, 0.078, 0.041], [-0.111, 0.167, 0.005], [0.183, -0.143, 0.024], [-0.088, 0.007, 0.049], [0.123, 0.053, 0.124], [-0.022, -0.110, -0.278], [-0.038, 0.031, -0.029], [0.011, -0.018, -0.008], [0.204, -0.033, -0.059], [-0.009, 0.016, -0.004], [0.002, 0.020, -0.001], [-0.080, -0.039, -0.001], [-0.042, 0.035, -0.011], [0.065, -0.007, 0.037], [0.073, 0.019, -0.029], [-0.089, -0.088, 0.053], [-0.034, 0.009, 0.113], [0.008, -0.032, 0.010], [0.012, 0.001, 0.001], [-0.186, 0.065, 0.050], [-0.105, 0.051, -0.133], [-0.138, -0.053, -0.205], [0.045, 0.015, 0.026], [0.031, 0.023, 0.004], [-0.050, -0.028, -0.052], [0.004, -0.021, -0.040], [0.010, 0.003, 0.005], [-0.096, 0.000, 0.053], [-0.022, 0.060, -0.021], [0.118, 0.233, -0.075], [-0.078, -0.079, 0.024], [-0.051, -0.014, 0.049], [0.013, -0.003, 0.040], [0.020, 0.014, -0.030], [0.049, 0.011, 0.021], [-0.057, -0.034, -0.150], [-0.015, -0.042, 0.011], [0.135, -0.058, 0.015], [0.022, 0.010, -0.035], [0.002, -0.106, 0.008], [0.007, 0.029, 0.016], [-0.037, 0.016, -0.007], [-0.064, -0.083, -0.030], [0.008, 0.005, 0.000], [-0.084, -0.042, -0.066], [-0.031, -0.013, -0.032], [-0.017, -0.091, 0.009], [-0.010, -0.019, -0.013], [0.031, 0.032, 0.007], [-0.018, -0.072, 0.004], [0.161, 0.024, 0.133], [-0.091, 0.054, -0.034], [-0.085, 0.060, 0.037], [-0.029, -0.004, -0.001], [-0.059, -0.025, 0.029], [-0.046, -0.173, 0.103], [0.021, -0.014, -0.005], [-0.223, -0.124, -0.133], [-0.011, 0.055, -0.012], [0.030, 0.080, 0.186]]
}